The following is a DFT calculation (ωB97M-V with the def2-TZVPD basis set) of a cluster of 8 separate species, C53H50F10N3O4S in total at a distorted geometry.

Each line ends with the Löwdin charge.
Geometry (Å):
1 C 0.4414 4.7059 -3.1667  0.0062
2 C 0.7029 3.1663 -2.9730  -0.5148
3 O 1.4102 2.5877 -3.7623  0.0609
4 N 0.0534 2.5458 -1.8742  0.0666
5 C 0.9872 1.7708 -1.0329  -0.2062
6 C 1.3333 2.4216 0.3418  -0.1791
7 C 2.1846 3.7236 0.3028  -0.1510
8 C 3.3575 3.7540 -0.7408  -0.1172
9 C 4.7325 3.2653 -0.1889  -0.0917
10 C 4.7730 1.9628 0.5226  0.1674
11 C 6.0824 1.5022 1.0288  -0.1716
12 O 6.2700 0.3254 1.6817  0.0680
13 C 7.2176 2.4308 0.7520  0.0291
14 N 7.1246 3.5551 0.0941  0.1189
15 N 5.9298 3.8924 -0.3275  -0.1313
16 S 5.9272 5.4241 -1.2245  0.8320
17 O 5.1301 6.3741 -0.4919  -0.2228
18 O 7.2650 5.9336 -1.3591  -0.2161
19 C 5.2939 5.1488 -2.9869  -0.6030
20 F 4.2221 5.9435 -3.1355  0.1568
21 F 6.2563 5.5369 -3.8267  0.1764
22 F 5.0148 3.8583 -3.2399  0.1531
23 H 0.0911 5.1022 -2.1827  0.0691
24 H 1.3429 5.2395 -3.5344  0.0782
25 H -0.4280 4.7875 -3.8631  0.0956
26 H -0.5006 3.2054 -1.3329  0.1208
27 H 1.9061 1.4806 -1.6042  0.1161
28 H 0.4755 0.7832 -0.8057  0.1097
29 H 1.7403 1.6365 1.0303  0.0914
30 H 0.3441 2.6985 0.8005  0.1290
31 H 2.5640 3.9858 1.3246  0.1316
32 H 1.4949 4.5653 0.0336  0.1192
33 H 3.3804 4.8036 -1.1292  0.0976
34 H 3.1659 3.1286 -1.6556  0.1195
35 H 3.8843 1.3267 0.6755  0.1307
36 H 6.4650 -0.3910 1.0337  0.1244
37 H 8.2164 2.1012 1.1095  0.1551
38 F -1.4476 0.0653 -0.6915  0.0254
39 C -2.6173 0.1348 -1.3671  -0.2845
40 C -2.6044 0.0675 -2.7473  -0.0208
41 C -3.8058 0.1345 -3.4406  -0.0677
42 C -5.0008 0.2785 -2.7454  -0.0879
43 C -4.9976 0.3495 -1.3579  -0.0746
44 C -3.7980 0.2717 -0.6624  -0.0144
45 H -1.6619 -0.0362 -3.2709  0.1162
46 H -3.8103 0.0752 -4.5219  0.1098
47 H -5.9369 0.3350 -3.2879  0.0966
48 H -5.9262 0.4655 -0.8191  0.0846
49 H -3.7761 0.3167 0.4200  0.1095
50 F 2.4346 1.3351 3.3355  0.0449
51 C 2.9895 0.5114 4.2313  -0.3058
52 C 2.3176 -0.6084 4.6798  -0.0105
53 C 2.9431 -1.4416 5.6004  -0.0663
54 C 4.2217 -1.1328 6.0573  -0.0829
55 C 4.8754 0.0027 5.5920  -0.0797
56 C 4.2517 0.8279 4.6675  -0.0324
57 H 1.3216 -0.8238 4.3130  0.1192
58 H 2.4367 -2.3285 5.9598  0.1105
59 H 4.7081 -1.7804 6.7768  0.1073
60 H 5.8687 0.2436 5.9507  0.1044
61 H 4.7422 1.7143 4.2830  0.1127
62 F -6.8124 0.3529 1.1060  0.0314
63 C -7.1075 -0.7101 1.8845  -0.2789
64 C -6.0974 -1.5760 2.2587  -0.0203
65 C -6.4020 -2.6661 3.0637  -0.0810
66 C -7.7124 -2.8811 3.4743  -0.0907
67 C -8.7179 -2.0044 3.0855  -0.0714
68 C -8.4130 -0.9087 2.2898  -0.0131
69 H -5.0837 -1.3961 1.9219  0.1058
70 H -5.6183 -3.3478 3.3701  0.1052
71 H -7.9493 -3.7342 4.0986  0.1039
72 H -9.7394 -2.1744 3.4019  0.1097
73 H -9.1821 -0.2103 1.9844  0.1108
74 F 9.2909 -3.1201 7.6332  0.0688
75 C 8.6769 -3.4419 6.4842  -0.2870
76 C 8.1151 -2.4414 5.7136  -0.0244
77 C 7.4834 -2.7717 4.5209  -0.0930
78 C 7.4126 -4.1007 4.1203  -0.0995
79 C 7.9774 -5.0977 4.9074  -0.0776
80 C 8.6185 -4.7672 6.0940  -0.0103
81 H 8.1736 -1.4124 6.0467  0.1115
82 H 7.0461 -1.9944 3.9052  0.0909
83 H 6.9162 -4.3596 3.1924  0.0968
84 H 7.9183 -6.1333 4.5965  0.1076
85 H 9.0715 -5.5295 6.7150  0.1209
86 F -7.5612 -1.3308 -4.2939  0.0416
87 C -7.1727 -2.5894 -4.0074  -0.2868
88 C -7.1887 -3.5463 -5.0045  -0.0159
89 C -6.7836 -4.8412 -4.7085  -0.0798
90 C -6.3783 -5.1646 -3.4186  -0.0944
91 C -6.3721 -4.1930 -2.4255  -0.0770
92 C -6.7665 -2.8957 -2.7224  -0.0220
93 H -7.5155 -3.2772 -6.0012  0.1181
94 H -6.7845 -5.5982 -5.4829  0.1063
95 H -6.0668 -6.1764 -3.1884  0.1019
96 H -6.0603 -4.4458 -1.4194  0.1055
97 H -6.7598 -2.1235 -1.9630  0.1033
98 F -13.1095 2.1516 -0.9686  0.0626
99 C -12.0108 1.4746 -1.3426  -0.2885
100 C -10.8732 1.5449 -0.5597  -0.0172
101 C -9.7395 0.8408 -0.9445  -0.0834
102 C -9.7544 0.0849 -2.1111  -0.0874
103 C -10.9029 0.0275 -2.8904  -0.0738
104 C -12.0410 0.7219 -2.5022  -0.0144
105 H -10.8791 2.1458 0.3414  0.1168
106 H -8.8442 0.8815 -0.3359  0.0829
107 H -8.8685 -0.4603 -2.4126  0.0776
108 H -10.9121 -0.5586 -3.8012  0.1073
109 H -12.9480 0.6821 -3.0921  0.1183
110 F 7.8572 -1.3272 -0.2194  0.0340
111 C 7.2949 -1.5063 -1.4424  -0.2915
112 C 7.6031 -0.6255 -2.4616  -0.0262
113 C 7.0312 -0.8111 -3.7135  -0.0727
114 C 6.1525 -1.8670 -3.9252  -0.0783
115 C 5.8491 -2.7411 -2.8886  -0.0669
116 C 6.4283 -2.5637 -1.6388  -0.0171
117 H 8.2847 0.1959 -2.2746  0.1154
118 H 7.2702 -0.1330 -4.5232  0.1103
119 H 5.7040 -2.0082 -4.9008  0.1098
120 H 5.1617 -3.5611 -3.0533  0.1128
121 H 6.2109 -3.2402 -0.8211  0.1201

Computed properties:
* net charge: +1
* orbital gap: 5.243 eV
* LUMO level: -0.184 Eh

***

The following is a DFT calculation (ωB97M-V with the def2-TZVPD basis set) of a structure of composition C2H2BrO2S at a distorted geometry.

Each line ends with the Löwdin charge.
Geometry (Å):
1 C 1.2401 0.4421 0.0289  -0.6235
2 C 0.4340 -0.7780 -0.3648  -0.4694
3 O 0.4715 1.3068 0.6845  0.0620
4 O 2.3935 0.6241 -0.2805  0.0630
5 S -1.1078 -1.0403 0.2527  0.5108
6 Br -3.7790 -0.0980 0.0281  -0.5307
7 H 0.6807 -1.3061 -1.2187  0.0057
8 H -0.3331 0.8494 0.8697  -0.0180

Computed properties:
* ΔE to the lowest compared entry with this formula, charge and spin: 29.65 kJ/mol
* net charge: -1
* orbital gap: 6.926 eV
* LUMO level: 0.092 Eh

***

The following is a DFT calculation (ωB97M-V with the def2-TZVPD basis set) of a structure of composition C45H35CoF6N4O6P2Sb at a distorted geometry.

Each line ends with the Löwdin charge.
Geometry (Å):
1 Co 0.0078 -1.2053 0.6825  0.4904
2 O -1.3843 -2.1574 -0.1447  -0.2275
3 C -1.7939 -3.2397 0.4944  -0.3269
4 C -2.2416 -4.3309 -0.2743  -0.0209
5 C -2.6601 -5.4978 0.3208  -0.0982
6 C -2.6878 -5.6346 1.7107  -0.1073
7 C -2.3054 -4.5602 2.4812  -0.0547
8 C -1.8606 -3.3663 1.9031  -0.1519
9 C -1.6875 -2.1832 2.7226  -0.0437
10 N -1.0699 -1.1702 2.2564  -0.0532
11 N -1.2672 0.1070 2.7800  0.1115
12 C -0.9583 0.9554 1.8163  -0.4299
13 O -0.5917 0.5396 0.6139  -0.2160
14 C -0.9943 2.3638 1.9692  -0.1515
15 C -2.0946 3.1829 2.5535  -0.1881
16 C -1.5240 4.2932 3.3358  0.0860
17 C -0.3615 4.8938 2.8997  -0.0466
18 C 0.2430 4.4304 1.7496  0.1048
19 C -0.3416 3.3020 1.0012  -0.1953
20 H -2.2009 -4.2323 -1.3519  0.1031
21 H -2.9618 -6.3304 -0.3048  0.0960
22 H -2.9954 -6.5645 2.1691  0.0900
23 H -2.3242 -4.6272 3.5631  0.1113
24 H -2.1978 -2.0839 3.6774  0.1350
25 H -2.8177 2.6039 3.1242  0.1464
26 H -2.0466 4.6575 4.2150  0.1279
27 H 0.0725 5.7168 3.4545  0.1073
28 H 1.1503 4.8943 1.3752  0.1317
29 H 0.4030 2.8227 0.3669  0.1381
30 N -0.9295 0.0234 -2.2180  -0.3265
31 P 0.5091 -0.4994 -1.4706  1.0424
32 C 1.6230 0.9336 -1.6457  -0.3275
33 C 2.6447 1.1415 -0.7266  -0.0739
34 C 3.5205 2.2115 -0.8776  -0.0642
35 C 3.3739 3.0821 -1.9465  -0.0897
36 C 2.3566 2.8773 -2.8730  -0.0903
37 C 1.4909 1.8053 -2.7265  -0.1024
38 C 1.1267 -1.6892 -2.6883  -0.3095
39 C 0.2464 -2.6381 -3.2057  -0.0852
40 C 0.7052 -3.6105 -4.0805  -0.0753
41 C 2.0480 -3.6532 -4.4281  -0.0856
42 C 2.9322 -2.7280 -3.8939  -0.0776
43 C 2.4753 -1.7489 -3.0250  -0.0715
44 P -2.5569 0.1387 -1.5722  1.0696
45 C -3.3745 0.3055 -3.2165  -0.3667
46 C -4.4443 -0.5373 -3.4989  -0.1059
47 C -5.1218 -0.4449 -4.7104  -0.0947
48 C -4.7256 0.4885 -5.6537  -0.0999
49 C -3.6545 1.3353 -5.3848  -0.0911
50 C -2.9908 1.2467 -4.1731  -0.0975
51 C -2.7105 1.8475 -0.9505  -0.3670
52 C -3.9113 2.0645 -0.1242  -0.0843
53 C -3.9494 2.9964 0.8225  -0.0631
54 C -2.7551 3.8061 1.1981  -0.1701
55 C -1.6118 3.7906 0.1522  -0.1492
56 C -1.7261 2.7389 -0.9085  -0.0670
57 H -0.9802 -0.3171 -3.1705  0.0418
58 H 2.7352 0.4780 0.1208  0.0761
59 H 4.3153 2.3549 -0.1552  0.0860
60 H 4.0519 3.9188 -2.0637  0.0980
61 H 2.2399 3.5519 -3.7124  0.0971
62 H 0.6958 1.6519 -3.4466  0.0958
63 H -0.7917 -2.6406 -2.8933  0.0946
64 H 0.0164 -4.3476 -4.4726  0.1019
65 H 2.4088 -4.4174 -5.1047  0.0991
66 H 3.9841 -2.7722 -4.1442  0.1026
67 H 3.1739 -1.0356 -2.6058  0.1053
68 H -4.7406 -1.2777 -2.7644  0.0962
69 H -5.9531 -1.1074 -4.9164  0.0984
70 H -5.2494 0.5610 -6.5987  0.0968
71 H -3.3472 2.0697 -6.1192  0.0982
72 H -2.1713 1.9227 -3.9532  0.0986
73 H -4.7881 1.4561 -0.3221  0.1005
74 H -4.8567 3.1606 1.3942  0.1069
75 H -3.0714 4.8352 1.4010  0.1319
76 H -1.4361 4.7828 -0.2784  0.1383
77 H -0.8345 2.5854 -1.5084  0.0920
78 O 1.4784 -1.8291 3.3021  0.0321
79 C 1.8906 -0.8268 2.7317  -0.5777
80 O 1.5161 -0.3741 1.5926  -0.0888
81 C 2.8844 0.0542 3.4348  -0.0867
82 C 2.6710 0.3874 4.7649  0.0097
83 C 3.5503 1.2322 5.4298  -0.0595
84 C 4.6529 1.7515 4.7715  -0.0161
85 C 4.8400 1.3999 3.4464  -0.1378
86 C 3.9842 0.5624 2.7587  0.0707
87 N 5.9958 1.9739 2.7243  -0.3479
88 O 6.0779 1.7693 1.5288  0.0595
89 O 6.7935 2.6352 3.3617  0.0602
90 H 1.8137 -0.0327 5.2741  0.1263
91 H 3.3751 1.4901 6.4659  0.1026
92 H 5.3553 2.4113 5.2572  0.1112
93 H 4.1765 0.3027 1.7290  0.1227
94 F 0.8869 -2.9649 0.6725  -0.3387
95 Sb 2.0752 -4.3871 1.4740  1.4642
96 F 1.0647 -4.7741 3.0098  -0.3323
97 F 3.6284 -3.4970 2.1088  -0.3495
98 F 3.0616 -5.9767 1.8062  -0.3861
99 F 2.9141 -4.1147 -0.2161  -0.3782
100 F 0.8141 -5.4691 0.5507  -0.3602

Computed properties:
* ΔE to the lowest compared entry with this formula, charge and spin: 701.67 kJ/mol
* net charge: -1
* orbital gap (spin up / spin down): 3.536 / 3.534 eV
* LUMO level (spin up / spin down): -0.014 / -0.014 Eh

***

The DFT total energy results, record by record, are as follows: -3911.3070, -3200.1693, -5311.2238 a.u..